Arrangement 1

DFT (ωB97M-V/def2-TZVPD) results for a structure of composition C5H12O.

Frontier orbital gap (eV): 8.4
Total charge: 0
LUMO level (eV): 0.89

Each line ends with the Mulliken charge.
Atoms and positions in Å:
C 1.5159 1.9403 0.0363  -1.212
C 0.6507 0.7441 -0.4302  -0.481
C -1.0762 -0.8675 -0.1651  0.036
C -1.0783 -1.7696 -1.3469  -1.133
O -0.6374 -1.3471 0.9634  -0.305
C -0.2831 -0.3670 1.8806  -0.733
H 0.9070 2.7230 0.5020  0.320
H 2.2720 1.6433 0.7729  0.341
H 2.0625 2.4263 -0.7885  0.345
H 1.3038 -0.0148 -0.8786  0.252
H -0.0370 1.1091 -1.2027  0.310
H -1.7807 -0.0392 -0.1011  0.479
H -0.7792 -1.1871 -2.2271  0.307
H -2.0652 -2.2054 -1.5515  0.327
H -0.3572 -2.5774 -1.1978  0.314
H 0.2021 -0.8415 2.7301  0.233
H 0.3057 0.3589 0.8348  0.331
H -1.1253 0.2715 2.1692  0.270

---

Arrangement 2

DFT (ωB97M-V/def2-TZVPD) results for a cluster of 2 separate species, C5H12O in total.

Frontier orbital gap (eV): 11.8
Total charge: 0
LUMO level (eV): 0.91
SMILES string: C1CCCC1.O

Each line ends with the Mulliken charge.
Atoms and positions in Å:
C -0.2882 -1.5137 0.6627  -0.525
C -0.6266 -0.9261 2.0877  -0.560
C -1.3161 0.3764 1.7174  -0.555
C -0.5398 0.9115 0.5363  -0.533
C -0.4543 -0.3540 -0.3397  -0.605
H -0.9476 -2.3800 0.4622  0.261
H 0.7584 -1.8732 0.6322  0.250
H 0.3267 -0.7641 2.6265  0.262
H -1.2318 -1.6383 2.6810  0.296
H -1.1868 1.0723 2.5686  0.301
H -2.3962 0.1504 1.6286  0.280
H 0.5033 1.1534 0.8172  0.236
H -0.9314 1.7559 -0.0630  0.323
H -1.4140 -0.4745 -0.8782  0.260
H 0.3603 -0.4099 -1.0871  0.310
O 2.8934 1.9494 -4.5901  -0.650
H 2.7417 1.2701 -5.2856  0.325
H 3.7491 1.6943 -4.1767  0.325

---

Arrangement 3

DFT (ωB97M-V/def2-TZVPD) results for a cluster of 3 separate species, C5H12O in total.

Frontier orbital gap (eV): 10.6
Total charge: 0
LUMO level (eV): 0.96
SMILES string: CC(C)=O.[H][H].C=C

Each line ends with the Mulliken charge.
Atoms and positions in Å:
C -1.9224 -0.7241 0.4966  -1.161
C -1.2430 0.4749 -0.1290  0.889
C -0.6665 1.5270 0.7982  -1.036
O -1.2244 0.6249 -1.3324  -0.579
H -1.4056 -1.0757 1.3942  0.318
H -1.9947 -1.5275 -0.2394  0.311
H -2.9379 -0.4340 0.7925  0.355
H -0.4601 1.1487 1.8034  0.284
H -1.3917 2.3441 0.8846  0.373
H 0.2460 1.9375 0.3588  0.254
H 1.4377 0.8218 -2.6509  0.190
H 0.7461 0.8462 -2.3727  -0.190
C 2.2225 -0.8053 -0.4441  -0.547
C 1.3889 -1.1865 0.5149  -0.454
H 2.3096 -1.3640 -1.3710  0.256
H 2.8363 0.0868 -0.3515  0.266
H 1.2918 -0.6229 1.4398  0.260
H 0.7677 -2.0718 0.4077  0.211

---

arrangement 2 takes first place; second place is 37.0 kcal/mol up.

---

Arrangement 1

DFT (ωB97M-V/def2-TZVPD) results for a structure of composition C5H12O.

Frontier orbital gap (spin up / spin down) (eV): 6.5 / 8.9
Total charge: 0
LUMO level (spin up / spin down) (eV): -1.26 / -0.48

Each line ends with the Mulliken charge.
Atoms and positions in Å:
C 2.1087 1.0586 -0.7548  -0.972
O 0.9767 -0.9271 0.5167  -0.633
C -0.2326 -0.4296 0.3150  1.364
C -0.3546 0.2047 -1.0639  -0.777
C -1.2751 -1.6429 0.2164  -1.449
C -0.7264 0.5472 1.4138  -1.422
H 2.3007 1.2524 0.2969  0.296
H 2.1246 1.9440 -1.3988  0.348
H 2.6178 0.1849 -1.1529  0.296
H -0.1103 -0.4623 -1.8977  0.394
H -1.2056 0.8647 -1.2892  0.354
H 0.7596 0.8423 -0.9499  0.063
H -0.9374 -2.3638 -0.5363  0.387
H -1.2548 -2.1244 1.2009  0.386
H -2.2968 -1.3130 -0.0039  0.346
H -0.6383 0.0551 2.3902  0.375
H -0.0874 1.4410 1.4282  0.317
H -1.7689 0.8683 1.2691  0.326

---

Arrangement 2

DFT (ωB97M-V/def2-TZVPD) results for a structure of composition C5H12O.

Frontier orbital gap (spin up / spin down) (eV): 8.2 / 8.2
Total charge: 0
LUMO level (spin up / spin down) (eV): 0.71 / 0.71

Each line ends with the Mulliken charge.
Atoms and positions in Å:
C -1.4096 -2.1871 0.5068  -1.198
C -1.2420 -0.6676 0.3677  -0.362
C 0.1199 -0.2594 -0.0799  -0.250
C 0.1715 1.9845 -0.9106  -0.982
O 1.0115 -0.0399 0.8387  -0.266
C 2.1374 0.6381 0.4257  -0.707
H -1.2026 -2.6992 -0.4395  0.328
H -0.7251 -2.5837 1.2636  0.304
H -2.4328 -2.4374 0.8059  0.354
H -1.4501 -0.1746 1.3236  0.300
H -1.9631 -0.2804 -0.3638  0.303
H 0.4822 -0.5587 -1.0645  0.503
H -0.2144 1.5568 -1.8398  0.268
H 0.6693 2.9285 -1.1842  0.358
H -0.6598 2.2434 -0.2482  0.252
H 2.6709 0.1348 -0.3874  0.273
H 1.2747 1.5358 -0.3012  0.291
H 2.7621 0.8661 1.2870  0.230

---

Arrangement 3

DFT (ωB97M-V/def2-TZVPD) results for the molecule C5H12O.

Frontier orbital gap (eV): 11.1
Total charge: 0
LUMO level (eV): 0.96
SMILES string: CC(C)[C@@H](C)O

Each line ends with the Mulliken charge.
Atoms and positions in Å:
C -1.7354 -0.9568 -0.2301  -1.454
C -0.6154 0.0446 -0.3026  0.803
C -0.7469 1.1613 0.6559  -1.283
C 0.7641 -0.5994 -0.1419  0.039
C 1.7913 0.2230 -0.6606  -1.333
O 1.0332 -0.9958 1.2246  -0.571
H -1.5496 -1.9646 -0.7955  0.329
H -2.6193 -0.4307 -0.6382  0.401
H -1.8482 -1.2470 0.8599  0.259
H -0.7100 0.4589 -1.2939  0.234
H 0.1374 1.9088 0.4872  0.255
H -1.5656 2.0022 0.5009  0.314
H -0.7140 0.8482 1.7170  0.270
H 0.6543 -1.5224 -0.6597  0.400
H 1.6853 1.2723 -0.2927  0.273
H 1.8394 0.2368 -1.7659  0.356
H 2.7805 -0.2442 -0.3594  0.352
H 1.4189 -0.1953 1.6951  0.358

---

arrangement 3 takes first place; second place is 80.1 kcal/mol up.

---

Arrangement 1

DFT (ωB97M-V/def2-TZVPD) results for a cluster of 2 separate species, C5H12O in total.

Frontier orbital gap (eV): 10.8
Total charge: 0
LUMO level (eV): 1.06
SMILES string: C=CC.CCO

Each line ends with the Mulliken charge.
Atoms and positions in Å:
C 1.2935 0.3956 1.7514  -0.890
C 1.8983 0.1329 0.6124  0.067
C 2.0244 -1.1621 -0.0821  -0.924
H 1.2664 1.3299 2.1865  0.255
H 0.6727 -0.3086 2.2631  0.337
H 2.3194 0.8939 -0.0190  0.349
H 0.9717 -1.3297 -0.4369  0.230
H 2.7607 -1.1944 -0.8434  0.331
H 2.1847 -1.9076 0.6711  0.304
C -1.3201 0.8323 -1.3576  -0.862
C -2.3048 0.1618 -0.3329  -0.239
O -1.6610 -0.9419 0.3336  -0.495
H -1.3932 0.2109 -2.3223  0.216
H -1.7727 1.7959 -1.6397  0.353
H -0.3188 0.9044 -1.0365  0.239
H -3.2001 -0.1729 -0.8655  0.324
H -2.5766 0.9163 0.3636  0.266
H -0.8445 -0.5566 0.7543  0.140

---

Arrangement 2

DFT (ωB97M-V/def2-TZVPD) results for a cluster of 2 separate species, C5H12O in total.

Frontier orbital gap (spin up / spin down) (eV): 8.2 / 7.8
Total charge: 0
LUMO level (spin up / spin down) (eV): 1.12 / 1.09

Each line ends with the Mulliken charge.
Atoms and positions in Å:
C -1.7717 0.0053 -0.5553  -0.892
C -0.0942 -2.0651 0.2324  -0.612
O 0.8331 -1.1462 0.4298  -0.298
C 1.1151 -0.1708 -0.3710  0.054
C -0.9445 0.9679 0.6450  -1.015
C 2.1449 0.8075 0.0359  -1.165
H -1.8915 0.9014 -1.1540  0.319
H -2.7558 -0.3037 -0.1671  0.308
H -1.5331 -0.8157 -1.2778  0.306
H -0.2652 -2.6952 1.0873  0.254
H -0.2324 -2.4365 -0.7783  0.337
H 0.8286 -0.2611 -1.4156  0.420
H -0.3064 1.8092 0.3009  0.293
H -0.5367 0.6965 1.6390  0.337
H -1.8432 1.4892 0.9602  0.388
H 3.1125 0.5509 -0.4109  0.319
H 2.2597 0.8559 1.1236  0.314
H 1.8807 1.8104 -0.3242  0.334

---

Arrangement 3

DFT (ωB97M-V/def2-TZVPD) results for a cluster of 3 separate species, C5H12O in total.

Frontier orbital gap (eV): 10.6
Total charge: 0
LUMO level (eV): 0.95
SMILES string: CC(C)=O.[H][H].C=C

Each line ends with the Mulliken charge.
Atoms and positions in Å:
C -1.8168 -0.7569 0.4506  -1.212
C -1.0841 0.4331 -0.1227  0.934
C -0.5800 1.5120 0.8168  -1.111
O -1.0865 0.6082 -1.3234  -0.632
H -1.4355 -1.1121 1.4106  0.332
H -1.8310 -1.5669 -0.2828  0.336
H -2.8469 -0.4135 0.5951  0.370
H -0.4325 1.1739 1.8462  0.308
H -1.3535 2.2869 0.8171  0.390
H 0.3412 1.9654 0.4388  0.259
H 1.3254 0.4890 -2.1737  0.089
H 0.6075 0.6770 -2.1274  -0.056
C 2.1346 -0.7053 -0.5497  -0.689
C 1.2576 -1.0347 0.3887  -0.481
H 2.2388 -1.2899 -1.4589  0.351
H 2.7624 0.1794 -0.4734  0.336
H 1.1545 -0.4500 1.2980  0.274
H 0.6078 -1.8977 0.2798  0.200

---

arrangement 1 takes first place; second place is 14.6 kcal/mol up.

---

Arrangement 1

DFT (ωB97M-V/def2-TZVPD) results for a cluster of 2 separate species, C5H12O in total.

Frontier orbital gap (eV): 8.8
Total charge: 0
LUMO level (eV): 0.63
SMILES string: CC=C(C)C.O

Each line ends with the Mulliken charge.
Atoms and positions in Å:
C 0.2943 -2.2263 -0.1040  -0.962
C 0.9965 -1.0387 0.6270  -0.387
C 1.1707 0.2492 0.1034  0.762
C 2.4062 1.0238 0.4593  -1.035
C 0.1472 0.8043 -0.7902  -1.306
H -0.6627 -2.5924 0.4358  0.249
H 1.0181 -3.0486 0.1230  0.309
H 0.2172 -2.0852 -1.2034  0.293
H 1.3926 -1.1272 1.6428  0.288
H 3.1631 0.9998 -0.3374  0.233
H 2.2152 2.1115 0.6626  0.303
H 2.6736 0.5999 1.4403  0.334
H -0.8586 0.6137 -0.5088  0.323
H 0.2397 1.9320 -1.0837  0.302
H 0.2031 0.3263 -1.7850  0.295
O -5.0690 0.9310 0.2813  -0.668
H -4.2282 0.6312 -0.2058  0.338
H -5.3190 1.8956 0.2428  0.329

---

Arrangement 2

DFT (ωB97M-V/def2-TZVPD) results for a cluster of 2 separate species, C5H12O in total.

Frontier orbital gap (spin up / spin down) (eV): 11.6 / 6.7
Total charge: 0
LUMO level (spin up / spin down) (eV): 0.89 / -0.15

Each line ends with the Mulliken charge.
Atoms and positions in Å:
C 1.9237 -0.9028 -0.3539  -0.583
O 1.0048 -0.5447 0.4831  -0.363
C -0.3294 -0.0316 0.1514  1.596
C -0.4838 0.9384 -0.9894  -1.549
C -1.0096 -1.3729 -0.0761  -1.560
C -0.8603 0.6209 1.4276  -1.553
H 3.0335 2.1184 -0.5668  0.016
H 2.0501 -0.2058 -1.1612  0.258
H 2.8438 -1.3483 0.0733  0.241
H 0.0754 0.6094 -1.8669  0.405
H -1.5532 0.9635 -1.2365  0.385
H -0.1879 1.9643 -0.7540  0.375
H -0.5570 -1.8892 -0.9322  0.383
H -0.7249 -2.0280 0.7538  0.422
H -2.0881 -1.2345 -0.1634  0.401
H -0.8056 -0.0468 2.2905  0.365
H -0.4150 1.5886 1.6935  0.373
H -1.9165 0.8012 1.2271  0.387

---

Arrangement 3

DFT (ωB97M-V/def2-TZVPD) results for the molecule C5H12O.

Frontier orbital gap (eV): 10.6
Total charge: 0
LUMO level (eV): 0.97
SMILES string: COC(C)(C)C

Each line ends with the Mulliken charge.
Atoms and positions in Å:
C 1.9767 -0.3885 -0.4172  -0.659
O 1.1609 -0.0169 0.6636  -0.434
C -0.2043 0.0819 0.2752  1.520
C -0.4024 1.0732 -0.9657  -1.492
C -0.7558 -1.3108 -0.0738  -1.527
C -0.9281 0.6560 1.5060  -1.576
H 1.5703 0.0863 -1.3145  0.296
H 1.9992 -1.4764 -0.5894  0.232
H 2.9897 -0.0198 -0.2349  0.282
H 0.1824 0.9526 -1.8956  0.402
H -1.4328 0.9832 -1.3175  0.370
H -0.2199 2.1144 -0.6747  0.343
H -0.2546 -1.7171 -0.9576  0.377
H -0.6316 -2.0406 0.7392  0.377
H -1.8241 -1.2355 -0.2942  0.384
H -1.1906 -0.0965 2.2637  0.365
H -0.2996 1.4056 2.0001  0.382
H -1.8560 1.1315 1.1827  0.358

---

arrangement 3 takes first place; second place is 33.0 kcal/mol up.

---

Arrangement 1

DFT (ωB97M-V/def2-TZVPD) results for the molecule C5H9FO.

Frontier orbital gap (eV): 10.4
Total charge: 0
LUMO level (eV): 1.04
SMILES string: C=CO[C@H](C)CF

Each line ends with the Mulliken charge.
Atoms and positions in Å:
C 1.5587 -0.9757 0.6881  -0.714
C 1.2805 -0.8807 -0.6469  0.199
O 0.0588 -0.6241 -1.3257  -0.406
C -0.7404 0.3169 -0.6242  0.019
C 0.0158 1.5638 -0.0699  -0.970
C -1.4969 -0.3811 0.3461  -0.129
F -2.4457 -1.1726 -0.2100  -0.326
H 2.5627 -1.4252 0.6959  0.302
H 0.7623 -0.8282 1.6938  0.194
H 2.1268 -1.2436 -1.5054  0.271
H -1.3315 0.7507 -1.3843  0.322
H -0.6840 2.2670 0.6510  0.281
H 0.7404 1.1707 0.5966  0.369
H 0.4288 2.2193 -0.9042  0.279
H -2.0668 0.1964 1.0215  0.348
H -0.7693 -0.9536 0.9777  -0.042

---

Arrangement 2

DFT (ωB97M-V/def2-TZVPD) results for a cluster of 2 separate species, C5H9FO in total.

Frontier orbital gap (eV): 10.5
Total charge: 0
LUMO level (eV): 0.92

Each line ends with the Mulliken charge.
Atoms and positions in Å:
C -0.1369 3.1888 0.3564  -0.029
C -1.4060 -0.2522 1.3198  -0.899
C 1.2280 -0.3365 -1.6028  -1.179
C -0.1219 -0.5779 0.4761  -0.203
C 0.1830 0.0637 -0.6297  -0.356
O 0.8104 2.5010 0.8694  -0.357
F 0.0130 4.4296 0.7743  -0.111
H -1.6884 0.8461 1.0416  0.290
H -2.1131 -1.0016 0.8410  0.276
H -1.2748 -0.5914 2.3409  0.318
H 0.7252 -0.3645 -2.6393  0.249
H 1.8019 -1.2233 -1.4881  0.371
H 2.0683 0.3934 -1.6702  0.257
H 0.5850 1.5114 0.6861  0.356
H 0.2683 -1.4642 0.7875  0.460
H -0.5024 0.8414 -0.8042  0.556

---

arrangement 2 takes first place; second place is 9.3 kcal/mol up.